(1)
The following is a quantum chemistry calculation of 8 unconnected molecules or ions with the total composition C46H56FN9O4S in a non-equilibrium geometry, from the Open Molecules 2025 dataset.

CARTESIAN COORDINATES (ANGSTROEM)
N  -0.827  7.036  -0.517
H  2.839  2.930  -2.735
H  -5.273  -1.114  14.452
H  0.771  4.517  -4.954
C  -5.000  -5.807  -2.966
H  -3.972  1.116  8.724
H  0.710  7.706  0.660
C  1.185  -1.037  -2.852
C  2.294  0.042  -0.228
H  2.693  2.159  2.036
H  4.063  1.917  4.107
C  0.961  2.111  5.411
C  0.426  -4.902  -4.055
C  -2.879  8.277  -0.432
H  -0.492  5.198  -3.138
C  -4.824  -6.972  -2.240
H  -1.530  0.091  12.740
C  -3.038  -5.892  -1.097
H  -4.259  -3.804  -3.249
H  -1.937  0.961  -5.112
H  0.414  2.099  6.348
H  1.318  -2.118  -2.674
H  -5.992  -1.784  12.163
C  0.965  -0.842  -4.394
C  -1.224  0.649  -4.332
H  -3.653  -7.912  -0.696
C  2.453  -4.872  -5.095
C  -2.823  -1.689  7.253
N  -2.128  -1.195  6.226
H  -0.682  -0.817  -5.865
H  1.641  -0.083  -4.823
H  -1.526  0.507  5.256
H  0.297  -0.897  -0.086
H  -0.275  -6.772  -3.264
C  -2.527  -0.319  12.656
C  1.252  3.652  -4.469
S  -0.004  2.507  -6.359
C  5.201  -2.102  -5.231
N  -3.190  -4.759  -1.787
H  3.539  -6.721  -5.231
C  -3.456  0.469  8.025
F  1.012  3.488  -7.107
C  2.985  2.009  4.164
C  1.309  3.929  -2.950
H  2.299  3.650  -4.828
H  -2.677  2.075  6.816
C  2.566  -0.412  -2.508
C  7.303  -1.283  -5.980
H  -0.559  9.626  1.618
H  -2.424  -0.624  10.526
C  0.855  2.258  3.143
C  -0.314  1.808  -3.852
C  6.379  -3.342  -6.729
H  -0.995  2.651  -3.613
N  5.284  -3.202  -5.979
H  0.588  5.585  -1.743
H  3.202  -4.280  -5.610
H  -0.458  4.168  -1.702
N  -4.244  -1.235  11.247
H  3.359  -0.795  -3.163
C  1.652  -6.933  -4.215
C  0.174  4.787  -2.364
H  6.418  -4.245  -7.329
C  2.230  2.143  3.012
H  0.731  0.148  1.285
H  -2.828  -2.772  7.331
C  -1.023  8.963  0.901
C  2.641  -6.230  -4.883
H  -1.062  -1.510  -4.303
N  1.366  -4.203  -4.694
C  7.412  -2.419  -6.765
H  -3.897  8.393  -0.780
C  -3.503  -0.907  8.175
H  6.050  -0.242  -4.570
H  2.500  0.676  -2.687
H  8.278  -2.586  -7.391
C  -0.318  7.894  0.369
H  -2.476  6.524  -1.618
N  0.211  2.244  4.312
H  1.291  -1.803  -4.839
H  8.088  -0.536  -5.980
C  0.519  -6.258  -3.790
O  2.674  1.134  -0.028
H  2.898  1.890  6.313
H  0.370  -0.612  -2.250
H  -4.053  -1.363  8.989
H  0.147  1.503  -2.903
C  1.130  -0.558  0.546
O  -1.297  3.108  -6.334
C  -3.340  -0.459  13.768
N  2.185  3.482  -2.166
C  -3.023  -0.718  11.424
H  -1.857  0.387  -3.463
C  -5.008  -1.361  12.335
C  -0.514  -0.677  -4.787
H  4.300  -2.019  -4.632
H  1.506  -1.444  1.089
H  -2.244  -5.882  -0.358
C  -4.160  -4.736  -2.703
N  0.668  2.322  -4.842
H  0.222  2.370  2.268
C  -3.822  -7.020  -1.284
O  2.951  -0.739  -1.158
C  2.342  1.993  5.391
C  6.174  -1.116  -5.196
H  -0.445  -4.333  -3.743
H  -5.459  -7.832  -2.415
H  -2.989  -0.157  14.747
H  -5.772  -5.728  -3.720
C  -2.331  9.155  0.488
O  0.003  1.303  -7.103
C  -2.738  1.005  6.967
C  -4.608  -0.990  13.608
C  -2.097  0.134  6.099
C  -2.089  7.238  -0.899
H  -2.916  9.979  0.878
H  1.762  -7.995  -4.028

Calculated values
max |F|: 2.324 eV Å⁻¹
E_tot: -3078.155743 Ha
structure (SMILES): [H]/N=C(/C)CN(CCCCCCOC(C)=O)S(=O)(=O)F.c1ccncc1.c1ccncc1.c1ccncc1.c1ccncc1.c1ccncc1.c1ccncc1.c1ccncc1
charge: 0
frontier orbital gap: 9.92 eV

Mulliken population analysis, charges in e, atoms 1 to 8: atom 1 (N): -0.181, atom 2 (H): 0.300, atom 3 (H): 0.358, atom 4 (H): 0.427, atom 5 (C): -0.409, atom 6 (H): 0.420, atom 7 (H): 0.370, atom 8 (C): -0.477

(2)
The following is a quantum chemistry calculation of a molecular structure, C26H22ClO5PRu, from the Open Molecules 2025 dataset.

CARTESIAN COORDINATES (ANGSTROEM)
C  0.547  2.197  -1.951
C  1.242  3.537  -2.117
H  0.260  6.298  1.727
C  -2.401  2.147  5.437
H  3.493  1.217  -1.463
C  -2.274  2.486  4.098
C  -2.906  0.861  0.692
C  -2.853  0.810  -0.715
C  -1.932  0.924  5.899
C  1.448  1.014  -2.281
H  -2.647  3.435  3.734
H  -0.935  -0.928  5.400
C  2.483  1.049  -1.097
H  2.016  4.375  -0.242
H  1.948  1.112  -3.242
H  1.735  3.601  -3.085
C  -2.520  4.116  0.138
Ru  -0.309  0.338  0.283
O  1.409  -0.408  0.532
O  -0.462  -0.304  -1.497
C  -3.675  -0.073  1.411
H  -2.315  1.568  -1.269
O  0.498  2.077  -0.468
H  -2.032  0.669  6.945
C  -4.403  -1.010  0.716
C  -0.506  5.680  1.278
C  2.231  3.557  -0.925
C  -1.663  1.590  3.222
H  -3.523  -0.221  -2.476
C  -1.317  0.017  5.038
H  -3.118  5.901  -0.880
C  0.625  -0.262  -2.344
C  -1.612  3.562  1.043
H  -1.331  7.282  0.116
C  -1.194  0.376  3.717
H  2.164  2.158  0.806
H  -4.902  -1.828  -1.211
C  -4.337  -1.070  -0.685
H  -5.029  -1.711  1.253
P  -1.657  1.848  1.464
C  -3.568  -0.173  -1.397
C  -1.406  6.233  0.371
H  -3.715  -0.034  2.491
Cl  -0.356  -0.701  2.608
O  0.829  -1.167  -3.081
O  3.435  -0.946  -0.162
C  2.521  -0.197  -0.242
H  0.520  4.349  -2.049
C  -2.410  5.458  -0.194
H  0.095  3.914  2.329
C  1.965  2.219  -0.261
H  -3.323  3.522  -0.276
C  -0.601  4.343  1.616
H  -0.465  2.134  -2.337
H  3.271  3.634  -1.234
H  -2.870  2.839  6.122

Calculated values
max |F|: 0.478 eV Å⁻¹
E_tot: -2275.995656 Ha
charge: +2
frontier orbital gap (alpha / beta): 7.22 / 7.22 eV
ΔE to the lowest compared entry with this formula, charge and spin: 0.000 eV

Mulliken population analysis, charges in e, atoms 1 to 8: atom 1 (C): -0.512, atom 2 (C): -0.839, atom 3 (H): 0.485, atom 4 (C): -0.797, atom 5 (H): 0.720, atom 6 (C): -0.672, atom 7 (C): 0.915, atom 8 (C): 0.065

(3)
The following is a quantum chemistry calculation of a molecular structure, C6H11NS in a non-equilibrium geometry, from the Open Molecules 2025 dataset.

CARTESIAN COORDINATES (ANGSTROEM)
S  2.491  -0.121  0.068
H  -1.838  2.159  0.503
C  0.966  -0.992  -0.429
H  -3.297  -1.132  -0.455
H  -0.782  -0.995  1.523
H  0.864  1.094  1.535
C  0.186  0.246  -0.470
H  -1.546  -1.897  -0.528
H  -3.275  0.949  -0.362
N  -1.678  -0.545  1.099
H  1.120  -1.299  -1.471
C  -1.284  0.121  -0.110
H  -1.484  1.725  -1.404
C  1.057  1.176  0.415
C  -2.207  -1.151  -0.204
H  1.044  2.329  0.043
H  0.752  -1.988  0.164
C  -2.062  1.317  -0.347
H  0.400  0.504  -1.452

Calculated values
max |F|: 4.330 eV Å⁻¹
E_tot: -687.987785 Ha
charge: 0
frontier orbital gap: 9.59 eV
ΔE to the lowest compared entry with this formula, charge and spin: 4.393 eV

Mulliken population analysis, charges in e, atoms 1 to 8: atom 1 (S): -0.183, atom 2 (H): 0.197, atom 3 (C): -1.003, atom 4 (H): 0.256, atom 5 (H): 0.362, atom 6 (H): 0.329, atom 7 (C): -0.245, atom 8 (H): 0.271

(4)
The following is a quantum chemistry calculation of a molecular structure, C50H36N7O3S4SeY in a non-equilibrium geometry, from the Open Molecules 2025 dataset.

CARTESIAN COORDINATES (ANGSTROEM)
S  -2.729  -0.485  -0.975
C  -3.536  0.646  0.051
C  2.491  -1.121  4.297
H  -1.158  -6.942  4.381
C  -1.742  3.712  -4.974
C  2.963  -2.697  0.732
C  -0.358  3.901  0.600
C  -3.811  -0.340  4.056
H  -6.369  2.209  2.374
C  1.773  2.521  4.727
C  -0.660  -6.596  3.494
C  0.716  -4.038  0.826
H  0.806  1.857  -6.220
C  -2.892  3.065  -5.468
N  0.487  4.140  -4.630
H  2.904  -1.927  4.901
H  -3.879  3.300  -5.225
S  -0.901  -4.358  -1.432
H  2.304  1.366  -0.091
N  -1.591  4.774  -4.077
S  3.221  -4.855  2.183
H  1.652  -2.321  2.769
H  2.376  3.106  -4.884
H  1.820  -5.229  -3.697
H  -0.981  -1.128  4.520
Se  0.264  6.227  -2.583
C  0.756  3.319  2.638
H  2.393  4.596  -4.031
H  -0.874  -4.804  -3.872
C  -0.275  -4.862  -2.939
C  1.281  3.506  3.945
C  0.309  4.341  1.745
H  1.497  -1.009  -4.414
H  -0.181  -8.371  2.315
H  0.553  5.384  1.965
C  -1.294  1.676  -6.649
C  0.702  -4.311  -0.704
C  1.178  0.863  2.991
H  -1.239  -2.213  2.979
C  1.757  -0.596  -3.457
N  1.135  -0.429  2.495
H  3.754  1.850  -2.150
C  -3.537  0.469  1.460
C  -2.615  2.021  -6.347
H  -2.222  -2.450  4.454
C  -4.704  0.592  3.619
C  -0.436  3.342  -5.293
H  2.197  4.569  -5.802
N  1.189  4.806  4.560
C  0.602  1.931  2.186
C  -0.535  2.537  0.310
H  2.647  -4.741  -1.413
H  -5.517  0.947  4.272
H  3.012  0.383  5.724
H  -2.345  5.279  -3.580
C  4.241  -2.581  1.335
C  -2.684  -0.745  3.256
C  4.535  -3.710  2.157
C  1.835  1.197  4.155
H  2.609  -1.911  0.123
O  1.315  5.762  3.808
H  5.402  -4.024  2.664
H  4.880  -1.703  1.190
S  -0.595  -4.868  3.185
C  -5.607  1.834  1.714
H  -0.591  4.634  -0.158
H  -4.645  1.851  -1.415
C  2.246  -3.766  1.180
C  -4.650  1.018  2.267
C  2.755  0.367  -3.357
H  -3.374  1.370  -6.745
H  0.753  -6.766  0.445
C  3.361  0.744  -4.632
O  -0.039  -2.861  1.042
C  1.089  -4.985  -2.935
H  -1.128  2.216  -0.622
C  2.210  0.761  -1.088
C  0.167  -5.097  1.682
C  1.824  -1.338  3.176
Y  -0.491  -0.873  0.441
C  -4.564  1.521  -0.403
O  1.168  4.868  5.761
H  2.236  2.704  5.706
H  0.178  -1.565  -2.494
C  1.209  -0.256  -1.162
N  -2.547  -0.350  2.027
C  -1.710  -1.703  3.850
C  2.536  0.129  4.824
H  -3.733  -0.583  5.085
N  3.556  1.110  -5.707
C  -0.173  -7.297  2.433
H  -6.345  2.694  -0.104
C  -0.180  2.284  -6.132
C  0.262  -6.433  1.398
C  0.982  -0.886  -2.361
C  -0.222  5.016  -3.823
N  -0.140  1.592  1.101
C  -5.589  2.047  0.355
C  3.007  1.052  -2.184
C  1.597  -4.716  -1.596
H  -1.214  0.734  -7.249
C  1.907  4.099  -4.855

Calculated values
max |F|: 4.889 eV Å⁻¹
E_tot: -6568.467515 Ha
charge: 0
frontier orbital gap: 6.00 eV
ΔE to the lowest compared entry with this formula, charge and spin: 0.097 eV

Mulliken population analysis, charges in e, atoms 1 to 8: atom 1 (S): -0.596, atom 2 (C): 0.234, atom 3 (C): -1.210, atom 4 (H): 0.480, atom 5 (C): 0.467, atom 6 (C): -0.127, atom 7 (C): -1.134, atom 8 (C): -1.214